DFT (wB97M-V/def2-TZVPD) results for one molecule with the formula C4H9NO2.

Its energy relative to the best compared isomer or geometry (same formula, charge and spin) is 44.5 kJ/mol. Its HOMO-LUMO gap is 10.42 eV. The value obtained for the LUMO energy is 0.02707 Ha. The multiplicity is 1. For the HOMO energy, the calculation gives -9.7 eV. The charge is 0.

Geometry (Å):
C: 1.432378 -1.241885 -1.047418
C: 0.570998 -0.055887 -0.637766
O: -0.610741 -0.033810 -1.437064
C: 0.256492 -0.089559 0.863382
C: -0.724024 0.986486 1.309001
N: -2.019926 0.784174 0.936820
O: -0.374977 1.950503 1.969641
H: 0.928947 -2.185979 -0.809278
H: 2.387721 -1.220820 -0.512394
H: 1.632399 -1.226657 -2.122901
H: 1.115302 0.879617 -0.818216
H: -0.705075 0.879129 -1.732042
H: -0.109446 -1.080803 1.163426
H: 1.191124 0.109864 1.393874
H: -2.705979 1.465987 1.222177
H: -2.265191 0.079638 0.258759

Atoms 1-3, force components in eV/Å:
C 0.0300 -0.0181 0.0210
C 0.3158 0.0459 0.1308
O -0.0069 0.1470 -0.1291

DFT (wB97M-V/def2-TZVPD) results for one molecule with the formula C5H7NOS in a non-equilibrium geometry.

Its energy relative to the best compared isomer or geometry (same formula, charge and spin) is 166.9 kJ/mol. Its HOMO-LUMO gap is 8.13 eV. The value obtained for the LUMO energy is -0.01557 Ha. The multiplicity is 1. For the HOMO energy, the calculation gives -8.6 eV. The charge is 0.

Geometry (Å):
C: -1.975900 -0.525099 -0.266876
N: -0.619902 0.009838 -0.123699
C: 0.474869 -0.890273 0.062644
C: 1.720591 -0.081043 -0.219590
C: 1.389974 1.252256 0.432556
S: 2.165150 2.165949 1.486728
C: -0.306138 1.297039 0.163256
O: -1.055485 2.216962 0.273381
H: -2.515962 0.194148 -0.744830
H: -1.946219 -1.282673 -0.945383
H: -2.355291 -0.981023 0.658754
H: 0.278216 -1.718050 -0.642742
H: 0.466122 -1.308347 1.202102
H: 1.671449 0.149800 -1.348116
H: 2.608526 -0.499483 0.011814

Atoms 1-3, force components in eV/Å:
C 2.2005 0.1873 2.4595
N -0.1267 0.1062 0.1882
C -0.5029 -1.8857 1.9129

DFT (wB97M-V/def2-TZVPD) results for C18H30N3O4S2Si2Ta as an isolated structure.

Its energy relative to the best compared isomer or geometry (same formula, charge and spin) is 93.8 kJ/mol. Its HOMO-LUMO gap is 7.73 eV. The value obtained for the LUMO energy is -0.28615 Ha. The multiplicity is 1. For the HOMO energy, the calculation gives -15.5 eV. The charge is +2.

Geometry (Å):
Ta: -0.039623 -0.596141 0.736985
O: -3.110487 -1.704060 2.866613
S: -1.935706 -1.622516 2.105234
O: -0.690817 -1.004987 2.733611
O: -1.427173 -2.784458 1.370725
O: -2.003555 -0.532002 0.923457
C: 2.782343 2.968860 -1.459094
Si: 1.722919 1.444876 -1.355116
C: 0.128396 1.761614 -2.277799
C: 2.774517 0.028161 -2.002527
C: 1.253305 0.954655 0.494866
C: 2.279403 0.029698 1.138928
C: 3.598492 0.331528 1.447605
C: 4.367577 -0.627123 2.080958
C: 3.826204 -1.872665 2.422209
C: 2.522752 -2.135494 2.103410
N: 1.788316 -1.206809 1.458049
Si: 0.808487 2.506977 1.652491
C: -0.766101 3.181047 0.925427
C: 2.176830 3.759748 1.720507
C: 0.572970 1.860114 3.382916
H: 3.169011 2.993302 -2.483051
H: 3.646014 2.962217 -0.793709
H: 2.224236 3.892133 -1.307256
H: 0.267556 1.498113 -3.328958
H: -0.109496 2.825647 -2.247475
H: -0.739761 1.206640 -1.919082
H: 2.573972 -0.132960 -3.063402
H: 2.661079 -0.934816 -1.500705
H: 3.826635 0.309354 -1.921373
H: 3.996084 1.302694 1.190726
H: 5.399046 -0.408011 2.325187
H: 4.419889 -2.617067 2.931654
H: 2.026888 -3.066978 2.339221
H: -0.615676 3.612373 -0.064633
H: -1.132415 3.979911 1.574332
H: -1.557401 2.429145 0.859731
H: 2.371968 4.276484 0.786036
H: 3.111738 3.343575 2.099379
H: 1.857592 4.511115 2.448946
H: -0.296953 1.219522 3.519097
H: 0.435847 2.730255 4.030381
H: 1.453983 1.331772 3.755842
C: -3.968460 -4.838377 -1.055736
C: -3.504350 -3.496596 -1.495025
C: -4.296592 -2.521248 -2.056776
C: -3.735753 -1.286398 -2.379616
N: -2.427355 -1.040367 -2.154158
C: -1.701743 -1.978526 -1.628427
S: 0.039322 -1.705829 -1.377398
N: -2.200037 -3.190053 -1.310539
C: -4.525148 -0.181859 -2.978265
H: -5.001157 -5.003682 -1.348082
H: -3.896940 -4.908061 0.032716
H: -3.348984 -5.627034 -1.484996
H: -5.344300 -2.715041 -2.233143
H: -1.596387 -3.852820 -0.836146
H: -5.572487 -0.442932 -3.098954
H: -4.101420 0.079972 -3.949473
H: -4.437093 0.703407 -2.346326

Atoms 1-3, force components in eV/Å:
Ta -0.0519 -0.1087 0.3080
O 0.0699 0.1250 0.0644
S -0.2215 -0.5665 -0.0711

DFT (wB97M-V/def2-TZVPD) results for one molecule with the formula C23H18N2O5 in a non-equilibrium geometry.

Its energy relative to the best compared isomer or geometry (same formula, charge and spin) is 0.0 kJ/mol. Its HOMO-LUMO gap is 8.42 eV. The value obtained for the LUMO energy is 0.01306 Ha. The multiplicity is 1. For the HOMO energy, the calculation gives -8.1 eV. The charge is 0.

Geometry (Å):
C: -2.120057 -3.200567 -0.055877
C: -0.958980 -2.394884 -0.562410
C: 0.269148 -3.003733 -0.775668
C: 1.360838 -2.285370 -1.221370
C: 1.231864 -0.923475 -1.471826
C: 2.446884 -0.160976 -1.840072
O: 3.519817 -0.664147 -2.074988
O: 2.237252 1.163851 -1.826480
C: 3.389644 1.983466 -1.860684
C: 4.344662 1.755441 -0.681135
O: 5.484405 2.158454 -0.743376
C: 3.824696 0.981508 0.440553
C: 4.579419 0.033353 1.092201
N: 3.816080 -0.638061 1.986782
C: 2.543227 -0.130953 1.965496
C: 1.425789 -0.493913 2.704337
C: 0.264605 0.218778 2.493931
C: 0.224576 1.281359 1.589584
C: 1.329125 1.639952 0.849005
C: 2.504948 0.908198 1.006503
C: 0.006604 -0.295357 -1.286802
C: -1.084504 -1.020479 -0.826571
N: -2.321378 -0.414546 -0.603017
C: -2.673525 0.900072 -0.711459
O: -1.949243 1.809645 -1.060162
C: -4.082466 1.131024 -0.346391
C: -4.796460 2.301538 -0.334358
C: -6.098663 1.966017 0.093789
C: -6.086605 0.621538 0.312067
O: -4.877729 0.103952 0.051094
H: -1.822048 -4.235838 0.087226
H: -2.948827 -3.185350 -0.764901
H: -2.474417 -2.816866 0.901608
H: 0.370716 -4.061292 -0.579213
H: 2.319471 -2.756624 -1.372161
H: 3.027202 3.014320 -1.850047
H: 3.964725 1.812898 -2.778347
H: 5.608467 -0.216114 0.921523
H: 4.126149 -1.407226 2.556972
H: 1.470832 -1.300090 3.421768
H: -0.625470 -0.037523 3.049886
H: -0.694682 1.832845 1.463380
H: 1.274230 2.464073 0.156951
H: -0.098894 0.755684 -1.490444
H: -3.054445 -1.034779 -0.288922
H: -4.421009 3.267129 -0.601666
H: -6.927827 2.630603 0.221492
H: -6.848158 -0.057548 0.642191

Atoms 1-3, force components in eV/Å:
C 0.1072 0.0787 -0.0492
C -0.0124 0.1223 -0.0344
C -0.0152 0.1066 -0.0281

DFT (wB97M-V/def2-TZVPD) results for a 2-piece molecular cluster, C4H12 overall in a non-equilibrium geometry.

Its energy relative to the best compared isomer or geometry (same formula, charge and spin) is 52.1 kJ/mol. Its HOMO-LUMO gap is 12.34 eV. The value obtained for the LUMO energy is 0.04105 Ha. The multiplicity is 1. For the HOMO energy, the calculation gives -11.2 eV. The charge is 0.

Geometry (Å):
C: 1.045146 0.808200 1.337246
C: 2.344142 1.407360 0.765368
H: 0.835449 -0.165473 0.940571
H: 1.201662 0.478298 2.367256
H: 0.193683 1.454995 1.161396
H: 3.135370 0.693601 0.968573
H: 2.267246 1.818411 -0.231349
H: 2.545503 2.246649 1.437155
C: -1.297984 -1.435924 -0.595670
C: -2.172770 -0.677578 -1.598286
H: -0.777918 -2.256695 -1.100165
H: -0.504851 -0.895625 -0.102265
H: -1.836777 -1.905063 0.229335
H: -2.968966 -0.178272 -1.061463
H: -2.462501 -1.383966 -2.328545
H: -1.546431 -0.008919 -2.189156

Atoms 1-3, force components in eV/Å:
C 0.7166 -0.5693 -0.2825
C -0.7448 0.2617 1.8797
H -0.1889 -0.3294 -0.9279

DFT (wB97M-V/def2-TZVPD) results for one molecule with the formula C22H29N3O4S in a non-equilibrium geometry.

Its energy relative to the best compared isomer or geometry (same formula, charge and spin) is 42.3 kJ/mol. Its HOMO-LUMO gap is 8.77 eV. The value obtained for the LUMO energy is 0.01250 Ha. The multiplicity is 1. For the HOMO energy, the calculation gives -8.4 eV. The charge is 0.

Geometry (Å):
C: 2.077687 -1.282458 5.099230
C: 1.460189 -0.173483 4.305276
C: 1.872662 1.142008 4.493767
C: 1.326253 2.168663 3.745151
C: 0.347321 1.906437 2.802898
C: -0.088821 0.599199 2.611741
C: -1.101386 0.218651 1.593651
O: -1.119952 -0.901811 1.093292
N: -2.001426 1.163722 1.255985
C: -3.019600 0.959409 0.236029
C: -2.330576 1.212275 -1.124344
O: -2.473074 2.226836 -1.768879
N: -1.504757 0.182504 -1.434125
C: -0.482160 0.164360 -2.384673
C: -0.445269 0.991802 -3.501757
C: 0.623819 0.912061 -4.376564
C: 1.684008 0.036127 -4.163746
C: 2.841275 -0.050734 -5.101713
C: 1.631386 -0.771985 -3.032515
S: 3.000589 -1.881095 -2.676234
O: 2.986749 -2.960958 -3.622038
O: 4.200191 -1.093289 -2.572275
N: 2.572020 -2.489681 -1.170956
C: 2.646709 -3.915663 -0.974961
C: 2.973466 -1.676786 -0.049331
C: 0.564407 -0.730103 -2.165271
C: -4.225261 1.873980 0.467393
C: -5.296040 1.592653 -0.584399
C: -4.797860 1.670264 1.868727
C: 0.482442 -0.428485 3.357917
H: 2.053076 -1.051103 6.162672
H: 1.554860 -2.219987 4.930955
H: 3.120758 -1.411556 4.811511
H: 2.635568 1.359479 5.227115
H: 1.668859 3.182145 3.892259
H: -0.039702 2.718959 2.204920
H: -1.918034 2.094939 1.630397
H: -3.328242 -0.091441 0.291055
H: -1.419046 -0.546902 -0.723682
H: -1.244521 1.694018 -3.672732
H: 0.638478 1.551462 -5.246751
H: 2.690631 0.586519 -5.969429
H: 3.755685 0.243553 -4.588952
H: 2.977091 -1.081788 -5.423936
H: 3.622007 -4.225438 -0.582163
H: 2.487713 -4.384665 -1.942260
H: 1.864600 -4.227773 -0.280042
H: 3.012388 -0.641336 -0.378171
H: 2.240723 -1.774250 0.754893
H: 3.962805 -1.960020 0.326621
H: 0.545294 -1.382454 -1.307196
H: -3.890362 2.910519 0.352369
H: -4.910662 1.786343 -1.580795
H: -5.622963 0.556346 -0.528485
H: -6.157376 2.234756 -0.419296
H: -4.059736 1.875381 2.640579
H: -5.645458 2.333031 2.023421
H: -5.139426 0.644236 1.988569
H: 0.139998 -1.437394 3.179277

Atoms 1-3, force components in eV/Å:
C 0.0374 0.0053 0.0097
C -0.0643 0.0613 -0.0395
C -0.0621 0.0103 -0.0857

Number 1: total energy -9879.599 eV. Number 2: total energy -19669.873 eV. Number 3: total energy -70780.096 eV. Number 4: total energy -37361.663 eV. Number 5: total energy -4341.989 eV. Number 6: total energy -46781.521 eV.